ORCA calculation (the ωB97M-V functional and the def2-TZVPD basis) on the ion C3H11N2 with charge +1.

Values from the calculation:
F_max: 2.3 eV Å⁻¹
HOMO level: -13.62 eV
Energy relative to the best compared isomer or geometry (same formula, charge and spin): 0.8204 eV
Kohn-Sham gap: 10.00 eV

Geometry as ORCA input:
```
! wB97M-V def2-TZVPD RIJCOSX def2/J DEFGRID3
* xyz 1 1
N -1.49 0.09 1.40
N 0.79 0.14 -1.57
C -1.19 0.34 -0.02
C 0.15 -0.38 -0.29
C 1.29 -0.21 0.75
H 1.51 0.84 0.89
H 2.11 -0.84 0.40
H 0.10 0.47 -2.25
H 1.46 0.87 -1.33
H -0.08 -1.44 -0.40
H -1.10 1.42 -0.04
H 1.10 -0.62 1.74
H -2.02 -0.76 1.57
H -1.92 -0.13 -0.68
H -2.07 0.84 1.75
H 1.37 -0.63 -1.93
*
```